C39H35BF6O3S | the ωB97M-V functional and the def2-TZVPD basis

Each line ends with the Mulliken charge.
Cartesian coordinates (Å):
C  -3.14083  -3.52915  -3.26356  -1.3536
C  -2.24354  -2.79658  -2.33276  0.6353
C  -0.93327  -2.38713  -2.55200  -0.8301
C  -0.46659  -1.44267  -1.57743  -0.7715
C  -1.39190  -1.13978  -0.56278  1.1850
B  0.69115  -3.74498  3.17332  0.8673
C  -1.65096  0.17842  -0.08328  1.7639
C  -2.92578  0.49172  0.41627  -1.3107
C  -3.26829  1.80708  0.64915  -0.2808
C  -4.63517  2.07045  1.22432  0.8566
F  -5.57658  2.36517  0.28083  -0.2947
F  -5.10156  0.97282  1.91694  -0.2478
F  -4.62362  3.10945  2.11361  -0.2577
C  -2.35798  2.84397  0.40919  -1.2528
C  -1.07655  2.51667  -0.04947  0.0827
C  -0.04103  3.59167  -0.22970  0.7841
F  1.21487  3.07509  -0.44544  -0.2868
F  -0.29571  4.43960  -1.26306  -0.2892
F  0.05312  4.36859  0.90333  -0.2473
C  -0.69887  1.20478  -0.24448  -0.5657
O  -0.33056  -4.35069  2.49185  -0.2227
C  0.26717  -5.35561  1.66080  1.3851
C  0.00378  -6.68352  2.36403  -2.0334
C  -0.45504  -5.29756  0.33011  -1.3561
C  1.80470  -4.92215  1.63732  1.8344
C  2.81594  -6.03641  1.66389  -2.0179
C  2.11799  -4.02262  0.44817  -1.7152
O  1.96040  -4.14046  2.85532  -0.8814
S  -2.78598  -2.24253  -0.78689  -0.3040
H  -2.65002  -3.63859  -4.23958  0.3916
H  -3.40917  -4.52250  -2.89154  0.2915
H  -4.07170  -2.96407  -3.41070  0.2939
H  -0.35138  -2.71670  -3.41813  0.3537
H  0.49135  -0.92535  -1.62711  0.4466
H  -3.63901  -0.30603  0.64671  0.3351
H  -2.61181  3.87179  0.65451  0.4758
H  0.31831  0.96007  -0.53732  0.3836
H  0.34134  -7.53011  1.75696  0.3946
H  0.49437  -6.71183  3.34488  0.3161
H  -1.07774  -6.76759  2.52832  0.4305
H  -0.00404  -6.01126  -0.37505  0.3509
H  -1.50887  -5.56395  0.46929  0.4079
H  -0.43327  -4.29489  -0.11159  0.0108
H  2.64446  -6.72796  0.83061  0.3700
H  3.81891  -5.61392  1.54609  0.4711
H  2.77379  -6.58662  2.60610  0.3328
H  2.06043  -4.62266  -0.47356  0.4285
H  1.43332  -3.16524  0.36352  -0.0066
H  3.14091  -3.63601  0.53470  0.5568
C  1.55208  -5.68101  7.20362  -0.7478
O  0.29836  -5.16460  6.69116  -0.4300
C  0.24317  -4.00165  5.99511  0.5862
C  -1.01880  -3.65853  5.43143  -1.5197
C  -1.05473  -2.92473  4.27992  -0.7620
C  0.17987  -2.32662  3.74039  1.8959
C  0.01502  -1.21664  2.63031  1.2832
C  1.26613  -0.52154  2.29895  0.1980
C  1.03783  0.89075  2.35469  -0.3016
C  2.06281  1.82183  2.43461  -0.5251
C  3.37835  1.36625  2.33556  -1.2869
C  3.63648  -0.00690  2.23872  -1.2215
C  2.60000  -0.95558  2.28561  -0.2279
C  -0.32167  1.10160  2.79030  0.8913
C  -0.96752  -0.17276  2.91280  -0.2430
C  -2.27654  -0.16448  3.41873  0.2977
C  -2.82080  1.02167  3.92429  -1.5154
C  -2.10126  2.22220  3.89572  -0.8666
C  -0.81921  2.26237  3.35644  -0.3323
C  1.25361  -2.20926  4.75758  -0.7358
C  1.34274  -3.14470  5.76369  -0.6501
H  1.30491  -6.65296  7.63588  0.2694
H  2.29152  -5.82180  6.40369  0.2872
H  1.95517  -5.03437  7.99491  0.3355
H  -1.91904  -4.09508  5.85630  0.4282
H  -1.96000  -2.82424  3.70032  0.6568
H  1.81385  2.87228  2.57005  0.4269
H  4.19519  2.09258  2.36936  0.3771
H  4.67394  -0.34844  2.20113  0.4217
H  2.81464  -2.02606  2.31537  0.7115
H  -2.89029  -1.06159  3.36200  0.3359
H  -3.80830  1.00920  4.39385  0.3654
H  -2.52245  3.13666  4.32297  0.3960
H  -0.19490  3.15572  3.36281  0.3595
H  2.05801  -1.48788  4.61993  0.5086
H  2.23965  -3.25872  6.38842  0.4235

Properties
LUMO energy = -1.1 eV
energy relative to the best compared isomer or geometry (same formula, charge and spin) = 11.1 kJ/mol
molecular weight = 708.573 g mol⁻¹
HOMO level = -5.84 eV
electronic energy = -74969.6355 eV
frontier orbital gap = 4.767 eV
total charge = 0

C39H35BrClNO5PdTe | the ωB97M-V functional and the def2-TZVPD basis

Each line ends with the Mulliken charge.
Cartesian coordinates (Å):
Pd  0.49331  -2.69002  1.22038  0.7824
Cl  6.56300  -3.37170  4.97899  -0.1365
C  5.37828  -3.33111  3.75901  0.3471
C  5.75619  -3.01665  2.43757  -0.5457
C  4.81455  -2.99614  1.45749  -0.4496
C  3.41909  -3.27578  1.73559  0.5561
O  2.59706  -3.24877  0.79924  -0.7327
C  3.06593  -3.59051  3.11736  0.7313
C  1.70915  -3.93373  3.57316  -0.1413
O  0.71415  -4.07356  2.88427  -0.5435
C  4.04380  -3.61467  4.08132  -0.8372
H  6.79425  -2.80091  2.22535  0.4443
H  5.06771  -2.76781  0.43110  0.5015
H  1.62650  -4.10505  4.65657  0.4093
H  3.79008  -3.86248  5.10481  0.4006
C  4.93941  5.97223  -1.45359  -1.5433
C  4.10438  4.74268  -1.23277  0.5416
C  3.96181  3.78655  -2.23031  -1.0509
C  3.19173  2.64132  -2.04473  0.7163
C  3.06644  1.63714  -3.15927  -1.6056
C  2.55213  2.49500  -0.81488  0.4213
Te  1.28659  0.73374  -0.58632  0.4346
N  0.25535  -1.32428  -0.33371  -0.1925
C  -0.33969  -1.24992  -1.48540  0.7750
O  -0.14480  -0.32903  -2.34376  -0.6804
C  -1.35184  -2.27525  -1.87975  -0.4259
C  -1.64600  -4.35052  -0.68641  -0.3665
C  -1.94739  -5.21183  -1.64882  -0.7279
C  -2.55766  -4.87747  -2.92185  -0.3372
C  -2.47010  -3.69942  -3.56681  -0.9855
C  -1.67529  -2.56805  -3.13763  0.1505
C  -0.45202  1.69505  0.05996  1.0529
C  -0.93547  1.43195  1.34138  0.8006
C  -0.18933  0.67244  2.40366  -2.3244
C  -2.17733  1.96291  1.68549  -0.6690
C  -2.91632  2.73336  0.80442  0.7496
C  -4.26478  3.27256  1.18584  -1.8446
C  -2.38145  3.00045  -0.45421  -0.9238
C  -1.15615  2.49396  -0.85528  0.5748
C  -0.64549  2.80054  -2.23502  -1.5034
C  2.68566  3.41198  0.22826  0.9668
C  2.02240  3.23884  1.56658  -1.3613
C  3.46772  4.53515  -0.01389  -0.9536
H  5.34932  5.99757  -2.46159  0.3628
H  5.77076  6.00888  -0.74803  0.3501
H  4.34695  6.87598  -1.30503  0.3490
H  4.46197  3.93189  -3.18118  0.3091
H  3.67265  1.93843  -4.01156  0.4406
H  2.03421  1.53940  -3.50173  0.3186
H  3.40382  0.64441  -2.85167  0.2890
H  -1.23886  -4.55347  0.29230  0.4690
H  -1.73076  -6.25257  -1.44241  0.4165
H  -3.06613  -5.68914  -3.42669  0.4389
H  -2.91521  -3.62834  -4.55086  0.4557
H  -1.25349  -1.91448  -3.89127  0.4852
H  0.75218  0.24664  2.05212  0.0939
H  -0.79944  -0.14792  2.77968  0.5300
H  0.04667  1.33878  3.23657  0.4576
H  -2.56950  1.76231  2.67686  0.3953
H  -4.54184  2.97021  2.19439  0.3612
H  -5.03121  2.91077  0.49872  0.3683
H  -4.27480  4.36263  1.14154  0.4334
H  -2.94775  3.60641  -1.15282  0.4448
H  -1.41255  3.31096  -2.81474  0.4796
H  -0.38265  1.88673  -2.77131  0.1723
H  0.23362  3.44679  -2.19862  0.2616
H  2.09858  2.21006  1.92678  0.1788
H  0.96088  3.49062  1.52011  0.2966
H  2.49168  3.88525  2.30641  0.4431
H  3.58486  5.26859  0.77713  0.4513
Br  -6.92269  -2.25585  -2.65440  -0.2063
C  -5.96428  -1.75418  -1.09933  -0.2024
C  -6.59588  -0.97275  -0.13849  -0.5526
C  -5.87120  -0.61773  0.99838  -0.5479
C  -4.56710  -1.02188  1.17416  -1.0789
C  -3.93143  -1.82153  0.18986  0.8204
C  -4.66442  -2.18402  -0.96569  -0.0334
C  -2.60212  -2.20064  0.43820  -0.0521
O  -1.80537  -2.11644  1.36522  -0.6437
O  -2.03238  -2.99999  -0.85710  1.4641
H  -7.61940  -0.65587  -0.27307  0.4158
H  -6.34633  -0.00952  1.75779  0.4366
H  -4.01275  -0.73693  2.05790  0.3533
H  -4.22415  -2.79326  -1.73993  0.3006

Properties
2S+1 = 6
LUMO energy (spin up / spin down) = -3.4 / -5.8 eV
energy relative to the best compared isomer or geometry (same formula, charge and spin) = 292.5 kJ/mol
molecular weight = 947.088 g mol⁻¹
HOMO level (spin up / spin down) = -7.88 / -10.47 eV
electronic energy = -146062.6306 eV
frontier orbital gap (spin up / spin down) = 4.480 / 4.677 eV
total charge = +1

- Which value of energy relative to the best compared isomer or geometry (same formula, charge and spin) does entry 1 give?
  11.1 kJ/mol

- Which of these has the highest electronic energy?
  C39H35BF6O3S

- Which value of electronic energy does entry 2 give?
  -146062.6306 eV

- Among the records above, which one has the highest energy relative to the best compared isomer or geometry (same formula, charge and spin)?
  C39H35BrClNO5PdTe